Record 1
Computed, not measured: a 7-piece molecular cluster, H14O6S2 overall, with ωB97M-V/def2-TZVPD.

Values from the calculation:
SMILES: SS.O.O.O.O.O.O
Energy relative to the best compared isomer or geometry (same formula, charge and spin), kcal/mol: 65.1
Total energy, Ha: -1256.12116
HOMO energy, eV: -9.206
Orbital gap, eV: 8.75

Geometry as XYZ:
```
22
H14O6S2 | OMol25 | ωB97M-V/def2-TZVPD
S -2.760 3.325 3.504
S -2.642 1.204 3.233
O -2.009 -0.626 -0.824
O 4.017 -0.823 -1.402
O -1.762 -1.838 1.594
O 2.314 1.813 -3.332
O 0.601 1.226 -0.245
O 0.342 -2.195 -1.174
H -1.789 1.263 2.157
H 2.569 0.882 -3.396
H 3.940 -0.909 -0.492
H -1.137 -0.697 -0.596
H -0.296 1.179 -0.669
H 0.492 -1.909 -2.080
H -3.129 3.488 4.706
H 0.388 1.443 0.668
H -1.592 -1.002 2.163
H 4.798 -1.596 -1.595
H 1.691 1.769 -2.618
H -0.538 -2.706 -1.190
H -0.894 -2.189 1.910
H -2.604 -1.102 -0.322
```


Record 2
Computed, not measured: a 7-piece molecular cluster, H14O6S2 overall, with ωB97M-V/def2-TZVPD.

Values from the calculation:
Energy relative to the best compared isomer or geometry (same formula, charge and spin), kcal/mol: 7.6
Total energy, Ha: -1255.87354
Charge: +1
HOMO energy (alpha / beta), eV: -13.923 / -13.923
Multiplicity: 2
Orbital gap (alpha / beta), eV: 8.35 / 4.98

Geometry as XYZ:
```
22
H14O6S2 | OMol25 | ωB97M-V/def2-TZVPD
S 3.831 1.068 0.045
S 3.248 -0.885 -0.189
O 1.286 0.059 2.555
O -0.948 -0.626 -1.344
O 0.823 0.967 -2.014
O -2.203 -2.514 0.319
O -1.612 2.022 -0.258
O -1.437 -0.051 1.520
H -1.978 1.579 -1.032
H -2.469 -1.687 0.757
H 2.690 1.553 -0.507
H 2.547 -0.691 -1.340
H 0.577 1.110 -2.928
H 1.772 0.174 1.740
H -0.745 -0.553 -0.404
H -1.669 -1.275 -1.370
H -0.594 -0.216 1.954
H 0.117 0.401 -1.661
H -2.109 -3.084 1.087
H -1.200 2.840 -0.544
H -1.229 0.719 0.976
H 1.302 -0.909 2.640
```


Record 3
Computed, not measured: a 7-piece molecular cluster, H14O7 overall, with ωB97M-V/def2-TZVPD.

Values from the calculation:
SMILES: O.O.O.O.O.O.O
Energy relative to the best compared isomer or geometry (same formula, charge and spin), kcal/mol: 32.5
Total energy, Ha: -535.07198
HOMO energy, eV: -10.945
Orbital gap, eV: 11.30

Geometry as XYZ:
```
21
H14O7 | OMol25 | ωB97M-V/def2-TZVPD
O -3.044 -0.264 2.312
O -0.128 0.164 0.445
O -0.426 -2.250 -1.745
O 2.593 2.512 -0.802
O -2.224 -2.271 0.460
O 2.186 0.581 -2.969
O 1.426 1.427 2.602
H -2.192 0.156 2.487
H 3.140 1.998 -0.199
H 1.361 0.847 -3.383
H 0.636 0.989 2.259
H -2.395 -1.735 1.257
H -0.551 -0.637 0.112
H 3.075 3.335 -0.931
H 2.127 1.102 2.032
H 0.260 0.572 -0.338
H -0.672 -3.035 -2.241
H -3.069 -2.664 0.224
H -0.991 -2.263 -0.954
H -3.417 0.255 1.590
H 2.304 1.181 -2.218
```


Which of these has the highest total energy? H14O7


Copy entry 2 word for word.
Computed, not measured: a 7-piece molecular cluster, H14O6S2 overall, with ωB97M-V/def2-TZVPD.

Values from the calculation:
Energy relative to the best compared isomer or geometry (same formula, charge and spin), kcal/mol: 7.6
Total energy, Ha: -1255.87354
Charge: +1
HOMO energy (alpha / beta), eV: -13.923 / -13.923
Multiplicity: 2
Orbital gap (alpha / beta), eV: 8.35 / 4.98

Geometry as XYZ:
```
22
H14O6S2 | OMol25 | ωB97M-V/def2-TZVPD
S 3.831 1.068 0.045
S 3.248 -0.885 -0.189
O 1.286 0.059 2.555
O -0.948 -0.626 -1.344
O 0.823 0.967 -2.014
O -2.203 -2.514 0.319
O -1.612 2.022 -0.258
O -1.437 -0.051 1.520
H -1.978 1.579 -1.032
H -2.469 -1.687 0.757
H 2.690 1.553 -0.507
H 2.547 -0.691 -1.340
H 0.577 1.110 -2.928
H 1.772 0.174 1.740
H -0.745 -0.553 -0.404
H -1.669 -1.275 -1.370
H -0.594 -0.216 1.954
H 0.117 0.401 -1.661
H -2.109 -3.084 1.087
H -1.200 2.840 -0.544
H -1.229 0.719 0.976
H 1.302 -0.909 2.640
```


The highest total energy belongs to which entry? H14O7


Which formula does entry 1 have? H14O6S2